No. 1
{"formula": "C2H7NS2", "method": "ωB97M-V/def2-TZVPD", "homo_ev": -8.604, "homo_lumo_gap_ev": 8.62, "total_charge": 0, "smiles": "C=CN.SS", "elements": ["C", "C", "N", "H", "H", "H", "H", "H", "S", "S", "H", "H"], "xyz": [[-0.71428, 1.05880, 1.23271], [-1.19305, 0.52839, 0.03617], [-2.26357, -0.38842, -0.12599], [-1.50732, 1.08744, 2.05011], [0.15000, 1.70732, 1.39210], [-0.66415, 0.56198, -0.89903], [-2.82930, -0.39110, 0.71617], [-1.87653, -1.26420, -0.38775], [3.17507, -0.29445, -0.09177], [2.84564, -0.99637, -2.10124], [3.12770, -1.42692, 0.45986], [1.74978, -0.18246, -2.28133]], "forces_ev_per_angstrom": [[-3.0, -0.2, -1.4], [1.7, -0.1, 2.2], [-0.3, 2.2, 0.8], [1.4, -0.4, -0.7], [-0.3, -0.2, -0.6], [0.7, 0.4, -0.1], [0.0, -0.7, -0.2], [-0.1, -0.9, -0.1], [0.2, 2.0, -2.2], [-0.5, 1.1, 1.0], [-0.3, -2.3, 1.1], [0.6, -0.7, 0.0]]}

---

No. 2
{"formula": "C5H7NS2", "method": "ωB97M-V/def2-TZVPD", "homo_ev": -8.602, "homo_lumo_gap_ev": 8.79, "total_charge": 0, "smiles": "C=CN1C[C@@H](S)C1=S", "elements": ["C", "C", "N", "C", "C", "S", "C", "S", "H", "H", "H", "H", "H", "H", "H"], "xyz": [[-2.60051, -0.32301, -0.44997], [-1.67979, 0.63619, -0.36337], [-0.35440, 0.39247, -0.02303], [0.35698, -0.84359, 0.30296], [1.60854, 0.04982, 0.50535], [3.02304, -0.17995, -0.58866], [0.71797, 1.22346, 0.09424], [0.91285, 2.81632, -0.12339], [-3.60245, -0.07208, -0.68085], [-2.34680, -1.36738, -0.27102], [-1.87292, 1.69522, -0.57501], [0.42095, -1.52474, -0.56041], [-0.03769, -1.31671, 1.17543], [1.93204, 0.11749, 1.53923], [3.52220, -1.30353, 0.01851]], "forces_ev_per_angstrom": [[1.0, -0.1, 0.3], [0.0, 0.2, -0.1], [-0.1, 0.2, -0.1], [0.1, 0.4, -1.0], [0.2, -0.2, 0.1], [0.3, -0.5, 0.2], [-0.2, -0.2, 0.0], [0.0, -0.1, 0.0], [-0.7, 0.1, -0.2], [-0.1, 0.2, 0.0], [0.0, -0.5, 0.2], [0.0, 0.1, 0.4], [-0.2, -0.5, 0.6], [0.0, 0.1, 0.1], [-0.3, 0.6, -0.3]]}

---

No. 3
{"formula": "CH5O2P", "method": "ωB97M-V/def2-TZVPD", "homo_ev": [-10.118, -9.243], "homo_lumo_gap_ev": [9.05, 8.31], "total_charge": 0, "elements": ["C", "O", "O", "P", "H", "H", "H", "H", "H"], "xyz": [[1.06725, -0.70525, -0.02095], [-2.68556, 0.09774, -0.14035], [-0.33634, -0.82947, 0.06229], [-1.30934, 0.44492, 0.12906], [1.31936, -0.02340, -0.83751], [1.45847, -1.70046, -0.21769], [1.48461, -0.31606, 0.90902], [-1.05218, 1.02554, 1.39340], [0.05372, 2.00644, -1.27727]], "forces_ev_per_angstrom": [[0.5, 0.2, -0.1], [-1.1, 0.1, -0.3], [-0.9, 0.5, 0.1], [2.6, 0.5, -0.8], [0.1, -0.1, 0.0], [0.0, 0.1, 0.0], [0.0, -0.1, 0.0], [0.0, 0.0, -0.1], [-1.3, -1.4, 1.2]]}

---

No. 4
{"formula": "C6H12NO", "method": "ωB97M-V/def2-TZVPD", "homo_ev": [-12.880, -12.882], "homo_lumo_gap_ev": [5.83, 5.83], "total_charge": 1, "elements": ["C", "C", "C", "C", "C", "C", "N", "O", "H", "H", "H", "H", "H", "H", "H", "H", "H", "H", "H", "H"], "xyz": [[-2.38881, 0.66239, 0.48516], [-3.22265, -0.58269, 0.52537], [-1.56638, 0.70929, -0.82742], [3.51835, -1.06710, 0.00597], [3.64996, 0.34210, 0.48167], [-3.31238, -1.56514, -0.20694], [-0.35264, 0.03786, -0.72576], [2.41932, -0.33028, 0.25936], [-2.87597, 1.53999, 0.63563], [-1.64746, 0.54938, 1.29254], [0.46438, 0.32117, -0.12225], [-3.79550, -0.72652, 1.44334], [-2.24176, 0.18221, -1.48677], [-1.52502, 1.71668, -1.15248], [3.94724, -1.37285, -0.92150], [3.72012, -1.77264, 0.78526], [4.11975, 0.66544, 1.42452], [3.91206, 0.90775, -0.41708], [-3.42554, -2.55450, -0.62735], [-0.04385, -0.57034, -1.39409]], "forces_ev_per_angstrom": [[2.9, -1.9, -0.1], [0.7, 2.1, 0.9], [-1.2, -0.7, 0.3], [2.9, -0.7, 2.2], [1.5, -0.4, -2.1], [-0.4, -2.4, -0.6], [1.5, 0.7, 2.9], [-2.6, 1.5, 0.3], [-2.1, 2.3, 0.6], [-0.4, 0.0, 0.1], [-1.5, 0.0, -1.0], [-0.6, -0.2, 0.3], [0.3, 0.0, -1.0], [0.3, 1.3, -0.2], [-0.7, 0.2, -1.2], [0.0, -0.7, 0.3], [-1.1, -0.5, -0.2], [-0.1, 0.7, 0.7], [0.1, 0.3, -0.2], [0.5, -1.6, -2.1]]}

---

No. 5
{"formula": "C4H6N2S", "method": "ωB97M-V/def2-TZVPD", "homo_ev": -7.560, "homo_lumo_gap_ev": 7.37, "total_charge": 0, "elements": ["C", "C", "C", "C", "H", "H", "H", "H", "H", "H", "N", "N", "S"], "xyz": [[-0.90652, -0.09388, -0.00251], [-0.59305, 1.25394, 0.01417], [0.89960, 1.27893, -0.06952], [1.37625, 0.07932, -0.14270], [-3.09621, 0.10214, 0.09621], [-2.14698, -1.88542, -0.82036], [-1.29677, 2.11413, 0.11289], [1.53380, 2.08825, -0.29116], [2.74900, -1.24759, 1.33933], [0.24967, -1.76656, -0.07575], [-2.12030, -0.79462, 0.12605], [0.33048, -0.81967, -0.24518], [3.02103, -0.30898, -0.04147]], "forces_ev_per_angstrom": [[1.6, 0.2, -1.4], [1.0, -0.4, 0.0], [-3.6, 3.3, 0.0], [-0.2, -3.0, -0.3], [3.9, -4.0, -0.5], [-0.3, 4.5, 3.1], [0.8, -1.0, -0.2], [0.4, 1.3, 0.5], [1.0, 2.1, -3.0], [0.8, -2.2, 0.4], [-2.7, -0.3, -2.2], [-3.2, 2.6, 0.7], [0.6, -3.1, 3.0]]}

---

No. 6
{"formula": "C5H9OP", "method": "ωB97M-V/def2-TZVPD", "homo_ev": [-4.202, -9.712], "spin_multiplicity": 3, "homo_lumo_gap_ev": [5.31, 6.85], "s_squared": 2.00, "total_charge": 0, "elements": ["C", "C", "C", "C", "C", "O", "P", "H", "H", "H", "H", "H", "H", "H", "H", "H"], "xyz": [[-1.39992, 1.11841, -0.55064], [-0.53444, -1.04123, 0.89245], [0.11634, 1.05484, -0.59088], [0.66809, -0.10937, 0.09709], [2.02936, -0.73349, -0.27262], [0.78245, 1.20757, 0.55634], [-1.93624, -0.68995, -0.31510], [-1.59454, 1.77784, 0.26838], [-1.83473, 1.62360, -1.44074], [-0.09806, -1.99563, 0.90938], [-0.63774, -0.72445, 1.91682], [0.58273, 1.71515, -1.32517], [2.57314, -0.01193, -0.98486], [1.69311, -1.70781, -0.66984], [2.54897, -0.87732, 0.70777], [-2.95853, -0.60622, 0.80162]], "forces_ev_per_angstrom": [[0.4, -0.8, -1.9], [2.9, 2.3, -2.9], [-1.4, 0.5, -2.7], [0.1, -1.4, 0.7], [-1.4, 0.6, 0.5], [0.9, 0.9, 4.3], [-0.2, 2.2, 1.0], [-1.0, -0.1, 1.2], [0.3, -0.7, 0.4], [0.1, -1.6, -0.2], [-0.6, 0.6, 0.5], [0.0, -0.9, -0.8], [-0.7, -1.5, 1.1], [1.1, 0.3, -0.3], [0.0, 0.0, -1.0], [-0.4, -0.5, 0.4]]}

---

Listing molar mass for the structures above in their given order: 109.2, 145.3, 80.0, 114.2, 114.2, 116.1 g mol⁻¹.
Listing maximum force for the structures above in their given order: 0.0654, 0.0218, 0.0546, 0.0726, 0.1092, 0.0922 Eh/bohr.